No. 1
Density functional theory data (the ωB97M-V functional and the def2-TZVPD basis) for 5 unconnected molecules or ions with the total composition C32H41F33N2O6S3 in a non-equilibrium geometry.

```
117
C32H41F33N2O6S3, DFT the ωB97M-V functional and the def2-TZVPD basis
S 0.5134 2.3523 -0.3470
S 1.2044 2.9801 -3.1272
S -2.6765 -2.8379 -0.2195
F 1.1932 -2.5675 7.3678
F 1.3732 1.5846 -9.6225
F 1.4344 5.9778 -8.9375
F -1.9851 4.0877 6.2499
F 2.3542 7.3618 -7.5188
F -0.4145 -0.3766 7.1946
F 3.8104 5.0854 -7.7159
F -1.2522 -2.5679 -5.2854
F -0.5453 -4.5046 -3.4995
F 1.9530 3.3414 -11.6469
F -0.7334 -1.4180 9.0772
F -2.2633 -4.0323 -6.5467
F -3.6624 -2.9538 -1.3806
F -0.4875 -3.9745 8.9088
F -1.9926 -6.7258 -9.1905
F 2.2739 -0.6772 7.4058
F 0.4173 -2.3928 11.0859
F 3.1431 4.5478 -10.2650
F 2.6966 3.9787 6.9895
F 0.9282 1.8981 7.2786
F 1.5550 -4.1118 11.7594
F 0.6613 3.6006 -9.2544
F -0.9744 -4.7344 10.9010
F 0.2227 -4.8504 -5.5108
F 1.4868 2.8180 9.1624
F -2.3698 -8.4153 -7.0629
F -0.6861 -5.4711 -7.9648
F -3.3677 2.4113 6.4100
F 2.8564 5.3734 -5.7786
F -3.0549 -6.3917 -6.6970
F 0.7414 4.5302 6.1842
F -2.0738 2.4980 4.0540
F -0.1315 2.3379 5.0271
O -0.5104 3.2242 8.3508
O -3.2543 -2.0734 0.7991
O 2.0599 -3.2430 9.8161
O 2.4600 2.8106 -8.1727
O -2.2654 -4.1248 0.1611
O -1.1561 -7.1396 -5.7640
N -0.8623 1.4872 -2.5882
N -1.4953 -1.9498 -0.9044
C -2.0473 2.7456 6.3950
C -0.3293 0.2216 -3.1538
C 0.6535 -0.5650 -2.2617
C 1.0244 -3.5204 10.6689
C 2.6557 0.9465 0.5707
C 2.3194 2.2212 -0.1724
C -1.9544 -7.1451 -6.8787
C -0.9060 -4.8486 -4.7788
C 1.7727 2.8477 -9.3543
C 0.8058 3.0234 8.0085
C 2.0885 0.8837 1.9882
C -1.4872 2.3586 7.7750
C -1.8739 -3.7765 -5.2839
C 0.4750 -2.0899 -2.4527
C 2.6710 3.3079 -10.5002
C -2.5193 2.1849 1.2373
C 2.6159 5.0668 -7.0840
C -2.8223 2.4316 -1.3226
C -1.4445 2.0550 5.1703
C 2.2540 -1.9191 9.3724
C -2.6187 3.1221 0.0282
C -1.4648 -6.2774 -4.6929
C -0.2894 -2.7271 -1.2867
C 2.0524 3.6385 -7.1016
C 1.4570 -1.4872 8.1331
C 1.7139 6.1719 -7.6304
C 0.1961 2.2286 -2.0823
C -1.1703 -6.7205 -8.1182
C 1.4098 4.2434 7.3152
C 0.1745 -0.6990 8.3866
C -1.9418 1.2198 -1.6157
C 0.0368 -4.4977 10.0358
H 0.0632 -2.3305 -3.4085
H -3.4695 3.7630 0.2006
H -2.5281 -6.2872 -4.4547
H 1.6504 -0.3354 -2.5904
H -0.5366 -3.7370 -1.5283
H 0.3922 -2.7143 -0.4506
H -1.7754 3.7856 -0.0210
H -3.8638 2.2080 -1.4649
H 1.9100 -0.1495 2.2362
H -2.5707 0.4802 -2.0806
H 0.1882 0.4643 -4.0650
H -2.5834 3.1560 -2.0893
H 2.6691 3.0691 0.3885
H 2.7671 2.2604 -1.1516
H -1.2277 -1.2787 -0.2001
H -0.9698 -6.7307 -3.8364
H 2.8097 1.2615 2.6941
H -2.6434 1.1431 0.9780
H 3.7340 0.8925 0.6546
H 2.1662 -1.1999 10.1865
H 2.4635 3.1512 -6.2202
H 0.5206 -0.3653 -1.2116
H -1.1497 -0.4352 -3.3748
H 1.1587 1.4172 2.1077
H -2.3357 2.4214 8.4539
H -1.5365 0.7464 -0.7300
H -1.5719 0.9709 5.2285
H -0.3385 -7.4049 -8.2965
H 3.2980 -1.8899 9.0683
H -3.2517 2.4369 1.9820
H 0.7800 6.2280 -7.0639
H -1.1598 1.3278 7.8150
H -1.5504 2.2611 1.6908
H 2.3711 0.0867 -0.0094
H 1.3752 5.1115 7.9766
H 0.3795 0.2278 8.9263
H 3.5136 2.6243 -10.6218
H -2.7541 -3.7099 -4.6368
H 1.4696 -2.5066 -2.4102
H 0.5336 -5.4392 9.7933
H 0.9723 3.6211 -6.9610
```

As for the charge: 0. As for the largest force on an atom: 2.15 eV/A. The SMILES is CCCCN(CCCCNS(=O)(=O)F)C(=S)SCCC.FC(F)C(F)(F)COC(F)(F)C(F)F.FC(F)C(F)(F)COC(F)(F)C(F)F.FC(F)C(F)(F)COC(F)(F)C(F)F.FC(F)C(F)(F)COC(F)(F)C(F)F. The value obtained for the LUMO energy is -0.201 eV. The value obtained for the HOMO energy is -8.498 eV.

Atom charges from the Mulliken analysis, given in e for atoms 1 to 99: atom 1 (S): 0.10, atom 2 (S): -0.23, atom 3 (S): 1.07, atom 4 (F): -0.28, atom 5 (F): -0.31, atom 6 (F): -0.22, atom 7 (F): -0.29, atom 8 (F): -0.27, atom 9 (F): -0.24, atom 10 (F): -0.29, atom 11 (F): -0.25, atom 12 (F): -0.13, atom 13 (F): -0.26, atom 14 (F): -0.26, atom 15 (F): -0.24, atom 16 (F): -0.21, atom 17 (F): -0.20, atom 18 (F): -0.26, atom 19 (F): -0.28, atom 20 (F): -0.28, atom 21 (F): -0.22, atom 22 (F): -0.26, atom 23 (F): -0.18, atom 24 (F): -0.31, atom 25 (F): -0.28, atom 26 (F): -0.26, atom 27 (F): -0.30, atom 28 (F): -0.31, atom 29 (F): -0.30, atom 30 (F): -0.21, atom 31 (F): -0.34, atom 32 (F): -0.31, atom 33 (F): -0.28, atom 34 (F): -0.19, atom 35 (F): -0.24, atom 36 (F): -0.26, atom 37 (O): -0.40, atom 38 (O): -0.59, atom 39 (O): -0.40, atom 40 (O): -0.40, atom 41 (O): -0.59, atom 42 (O): -0.41, atom 43 (N): 0.03, atom 44 (N): 0.11, atom 45 (C): 0.74, atom 46 (C): -1.66, atom 47 (C): 0.28, atom 48 (C): 0.80, atom 49 (C): -0.29, atom 50 (C): -0.81, atom 51 (C): 0.80, atom 52 (C): 0.82, atom 53 (C): 0.76, atom 54 (C): 0.74, atom 55 (C): -0.90, atom 56 (C): -0.04, atom 57 (C): 0.17, atom 58 (C): -0.56, atom 59 (C): 0.19, atom 60 (C): -0.78, atom 61 (C): 0.95, atom 62 (C): -1.17, atom 63 (C): 0.20, atom 64 (C): -0.95, atom 65 (C): -0.78, atom 66 (C): -0.97, atom 67 (C): -1.17, atom 68 (C): -0.60, atom 69 (C): 0.94, atom 70 (C): 0.07, atom 71 (C): -0.04, atom 72 (C): 0.18, atom 73 (C): 0.13, atom 74 (C): 0.30, atom 75 (C): -0.01, atom 76 (C): 0.19, atom 77 (H): 0.02, atom 78 (H): 0.51, atom 79 (H): 0.36, atom 80 (H): 0.84, atom 81 (H): 0.78, atom 82 (H): 0.32, atom 83 (H): 0.39, atom 84 (H): 0.41, atom 85 (H): 0.36, atom 86 (H): 0.48, atom 87 (H): 0.51, atom 88 (H): 0.32, atom 89 (H): 0.47, atom 90 (H): 0.39, atom 91 (H): 0.14, atom 92 (H): 0.46, atom 93 (H): 0.40, atom 94 (H): 0.39, atom 95 (H): 0.48, atom 96 (H): 0.37, atom 97 (H): 0.28, atom 98 (H): -0.32, atom 99 (H): 0.65

No. 2
Density functional theory data (the ωB97M-V functional and the def2-TZVPD basis) for 8 unconnected molecules or ions with the total composition C32H41F3O32S7 in a non-equilibrium geometry.

```
115
C32H41F3O32S7, DFT the ωB97M-V functional and the def2-TZVPD basis
S -0.4948 -9.5527 0.8394
S 8.8411 0.7120 -6.0778
S -0.6603 10.8488 -0.3045
S 5.0777 1.2745 -1.6233
S -1.0260 -12.3110 6.3064
S -1.6670 5.2154 0.1720
S -3.9899 -1.9446 6.7180
F -2.6962 -3.3643 -2.9172
F -1.5071 -5.1657 -2.4301
F -2.8311 -4.2964 -0.9839
O -2.3863 -12.6317 6.5470
O -0.9348 -10.7519 5.9416
O -0.6841 6.1700 -0.6606
O -1.7050 11.3651 -1.4037
O -0.4750 -10.9555 0.6276
O -0.6058 -12.8886 4.8686
O -1.8504 6.1650 1.4546
O -2.5462 -2.5415 6.3421
O -7.1979 1.1196 -1.5414
O -0.6737 1.2113 3.1425
O 8.6928 1.7641 -5.1346
O 7.4461 0.5025 -6.8418
O -0.0106 -8.9658 2.0368
O 6.5173 0.6918 -2.0061
O -0.0018 -12.6312 7.2324
O -2.8406 -1.5649 -0.1326
O 9.3428 -0.5583 -5.7086
O 4.0848 0.5239 -2.3030
O 5.0399 1.4844 -0.2200
O -3.8335 -0.5324 5.9715
O -0.9367 4.0638 0.5658
O -1.3589 10.0304 0.6258
O -0.3748 12.2613 0.3969
O 9.6842 1.2644 -7.3247
O -1.9833 -9.0258 0.5679
O 0.2191 -8.8331 -0.4012
O -4.0249 -1.7203 8.1177
O -2.9107 5.1319 -0.5020
O 5.2195 2.6961 -2.3520
O 0.5127 10.4123 -0.9667
O -4.9886 -2.6951 6.0499
O -6.4198 2.2576 -1.2098
C -0.7810 -8.3826 -1.3255
C 1.3325 -0.4801 -1.1190
C -2.4526 -0.3144 5.6492
C -0.9618 13.3187 -0.3732
C -0.2072 0.5714 0.8784
C -1.9020 -1.6964 5.3799
C -4.4107 2.8234 1.6925
C -1.9692 -8.0241 -0.4612
C -0.6025 7.4601 -0.0302
C -2.2717 -0.5149 0.1049
C -0.8418 7.1857 1.4380
C -0.5895 -1.7581 -2.1079
C -3.1333 2.5402 2.1424
C 1.8930 0.3553 -0.1774
C 7.1579 1.5555 -2.9635
C 7.5125 1.0808 -8.1516
C -1.0780 1.1096 1.9932
C -0.8044 -3.1448 -1.4313
C -0.6920 -11.8430 3.8897
C -0.0074 -0.7984 -1.0704
C -0.3334 -10.5826 4.6486
C -6.3755 2.3922 0.2104
C 8.9732 0.9901 -8.5391
C -2.4818 1.4714 1.5907
C -2.1532 12.6816 -1.0550
C -3.0676 0.6634 0.6295
C -1.9744 -3.9659 -1.9770
C 1.1254 0.8914 0.8354
C -4.9799 2.0328 0.7186
C -0.7988 -0.2639 -0.0603
C -4.3359 0.9424 0.1760
C 6.5980 2.9292 -2.6741
H -2.9981 12.5826 -0.3701
H -1.1765 8.0653 1.9757
H -0.7111 -9.6874 4.1689
H -7.7981 1.4445 -2.2272
H 6.6855 3.6014 -3.5231
H -1.7201 -11.8077 3.5212
H 2.0047 -0.8692 -1.8788
H -2.3580 0.3458 4.7909
H 6.8852 1.2208 -3.9576
H -2.4685 13.2248 -1.9415
H -0.4168 -7.5382 -1.9036
H -2.6445 3.1580 2.8910
H 0.0539 6.7844 1.9190
H -4.8253 0.3456 -0.5884
H -6.6027 3.4458 0.4107
H -4.9636 3.6654 2.1024
H 9.2457 1.7048 -9.3108
H 0.7466 -10.4926 4.7827
H -1.9702 0.1444 6.5153
H 8.2340 1.5146 -2.8491
H -1.0167 -9.2093 -1.9996
H -2.1739 -2.0453 4.3809
H -2.9031 -8.0332 -1.0164
H -0.2231 13.6636 -1.0993
H 7.0779 3.3806 -1.8028
H 0.1200 -3.7259 -1.5241
H -1.3796 8.0927 -0.4455
H -1.2466 14.1451 0.2728
H -1.8374 -7.0484 0.0100
H 7.1822 2.1194 -8.0844
H -0.8224 -1.7424 5.4965
H -0.0203 -12.0417 3.0599
H 9.2372 -0.0174 -8.8676
H -0.9362 -2.9788 -0.3620
H 0.3694 7.9099 -0.2133
H 1.5698 1.5489 1.5765
H 0.1227 -1.8769 -2.9329
H -7.0878 1.7133 0.6907
H -1.4968 -1.3250 -2.5378
H 6.8659 0.5399 -8.8375
H 2.9477 0.6165 -0.2311
```

As for the charge: 0. As for the largest force on an atom: 1.62 eV/A. The SMILES is O=C1c2ccc(COO)cc2C(=O)c2c(CCC(F)(F)F)cccc21.O=S1(=O)OCCO1.O=S1(=O)OCCO1.O=S1(=O)OCCO1.O=S1(=O)OCCO1.O=S1(=O)OCCO1.O=S1(=O)OCCO1.O=S1(=O)OCCO1. The value obtained for the LUMO energy is -0.273 eV. The value obtained for the HOMO energy is -9.226 eV.

Atom charges from the Mulliken analysis, given in e for atoms 1 to 99: atom 1 (S): 1.20, atom 2 (S): 1.17, atom 3 (S): 1.16, atom 4 (S): 1.20, atom 5 (S): 1.08, atom 6 (S): 1.14, atom 7 (S): 1.09, atom 8 (F): -0.30, atom 9 (F): -0.30, atom 10 (F): -0.29, atom 11 (O): -0.54, atom 12 (O): -0.33, atom 13 (O): -0.38, atom 14 (O): -0.31, atom 15 (O): -0.58, atom 16 (O): -0.34, atom 17 (O): -0.35, atom 18 (O): -0.35, atom 19 (O): -0.39, atom 20 (O): -0.71, atom 21 (O): -0.55, atom 22 (O): -0.31, atom 23 (O): -0.55, atom 24 (O): -0.38, atom 25 (O): -0.54, atom 26 (O): -0.58, atom 27 (O): -0.57, atom 28 (O): -0.55, atom 29 (O): -0.60, atom 30 (O): -0.30, atom 31 (O): -0.39, atom 32 (O): -0.53, atom 33 (O): -0.30, atom 34 (O): -0.30, atom 35 (O): -0.32, atom 36 (O): -0.36, atom 37 (O): -0.55, atom 38 (O): -0.60, atom 39 (O): -0.37, atom 40 (O): -0.59, atom 41 (O): -0.53, atom 42 (O): -0.22, atom 43 (C): -0.30, atom 44 (C): -1.01, atom 45 (C): 0.14, atom 46 (C): -0.34, atom 47 (C): 0.79, atom 48 (C): -0.27, atom 49 (C): -1.12, atom 50 (C): -0.20, atom 51 (C): -0.23, atom 52 (C): 0.38, atom 53 (C): -0.30, atom 54 (C): -1.16, atom 55 (C): -0.89, atom 56 (C): -0.70, atom 57 (C): -0.05, atom 58 (C): -0.30, atom 59 (C): -0.17, atom 60 (C): -1.06, atom 61 (C): -0.28, atom 62 (C): 0.59, atom 63 (C): -0.20, atom 64 (C): -0.68, atom 65 (C): -0.38, atom 66 (C): 0.90, atom 67 (C): -0.34, atom 68 (C): 0.17, atom 69 (C): 0.99, atom 70 (C): -1.32, atom 71 (C): 1.17, atom 72 (C): 0.63, atom 73 (C): -0.91, atom 74 (C): -0.33, atom 75 (H): 0.29, atom 76 (H): 0.31, atom 77 (H): 0.28, atom 78 (H): 0.31, atom 79 (H): 0.30, atom 80 (H): 0.32, atom 81 (H): 0.51, atom 82 (H): -0.13, atom 83 (H): 0.11, atom 84 (H): 0.31, atom 85 (H): 0.25, atom 86 (H): 0.62, atom 87 (H): 0.28, atom 88 (H): 0.64, atom 89 (H): 0.36, atom 90 (H): 0.37, atom 91 (H): 0.31, atom 92 (H): 0.29, atom 93 (H): 0.30, atom 94 (H): 0.39, atom 95 (H): 0.30, atom 96 (H): 0.29, atom 97 (H): 0.32, atom 98 (H): 0.30, atom 99 (H): 0.29

- What is the formula in the second record?
  C32H41F3O32S7

- Which value of largest force on an atom does entry 2 give?
  1.62 eV/A

- Look up the HOMO energy of the second one.
  -9.226 eV